# 1
100
Properties=species:S:1:pos:R:3:lowdin_charge:R:1 method="wB97M-V/def2-TZVPD" energy_ev=-155006.79240 lumo_ev="-6.2 / -6.8" gap_ev="6.69 / 7.13" homo_energy_ev="-12.909 / -13.929" charge=+2 spin_multiplicity=2 s_squared=0.787
H 2.27288 1.54584 3.70957 0.0577
C -1.85768 -1.57908 -2.27456 -0.1516
C -1.83175 3.78966 -4.51247 -0.0519
C -1.85449 2.60417 -1.91900 -0.2894
C -2.51208 -3.40967 2.51708 -0.0800
H 0.56494 -3.13618 1.13074 0.0675
P -1.78846 1.72040 -0.35667 1.0260
C -0.78559 4.03507 -3.69444 0.0312
C -1.45970 2.79240 1.05396 -0.4004
C -2.86608 2.90989 -4.10683 -0.0140
H -3.66217 1.57008 1.07286 0.1015
H -4.07664 -2.02413 0.73649 0.0950
C -0.75024 2.93605 3.35252 -0.0640
H 1.04451 -0.19861 -3.05548 0.0163
C -2.10512 -2.13483 -3.52234 -0.0532
F -0.17508 4.22024 -1.42285 -0.0211
Ga 0.28425 0.17774 -0.29453 0.6933
H -3.04816 -4.82522 4.03059 0.1180
C 1.96450 -1.04166 2.68105 -0.1592
C 4.72703 0.10150 1.83885 -0.1506
H -4.12408 2.03979 -0.55510 0.0974
F 2.30006 5.08415 -0.63990 0.0122
H 3.86512 2.97148 -1.97209 0.0446
C -2.53125 -3.45386 -3.61454 -0.0484
H -3.62336 -0.70505 1.82929 0.1026
Si 3.07879 0.62040 -1.81131 0.5024
C 2.47869 1.84290 2.67759 -0.1678
H -2.72623 -3.89169 -4.58547 0.1188
H -3.50524 -2.98095 2.50626 0.0966
H -3.70240 1.73055 -2.52598 0.1044
C -1.26796 4.22228 3.42090 -0.0414
C 0.02367 -4.54025 2.64012 -0.0517
C 0.89480 -3.10938 -1.42748 -0.0917
C 1.87730 -4.06597 -1.29176 -0.0132
H -2.45648 4.52753 0.25831 0.1220
C 3.04989 -3.71934 -0.63193 -0.0022
H -2.59908 -4.24844 -0.31811 0.1167
C -3.55385 1.31215 0.02087 -0.2698
H 5.23435 0.78651 1.15464 0.0347
H -3.04424 -5.23628 -2.53452 0.1197
F 3.57524 3.34758 0.37923 -0.0812
H -3.90084 -0.43589 -1.21694 0.0944
F 0.95725 4.66869 1.28613 -0.0376
C -0.62957 3.32130 -2.39887 -0.3232
P -1.76708 -1.55181 0.51906 1.0425
C -2.46567 -3.65066 -1.21316 -0.0718
H -1.19732 4.78215 4.34443 0.1218
H -0.00483 4.74299 -3.94828 0.1330
H -2.27250 5.80044 2.36629 0.1225
F 3.07740 5.03321 1.65636 -0.0333
H 5.10202 -0.90717 1.65576 0.0342
H -1.53893 -0.54226 -2.22116 0.0581
H 2.37710 -1.33345 -3.23445 0.0481
H 5.02792 0.37298 2.85632 0.0544
H 3.34532 2.50922 2.70178 0.0435
H 3.83331 -4.45187 -0.48445 0.1292
C -0.99076 -5.02166 3.45804 -0.0488
H 0.88530 -1.00104 2.48729 0.0175
C 3.22103 -2.42344 -0.17973 -0.0232
H -0.79423 -5.83291 4.14756 0.1184
H 4.13454 -2.12452 0.31326 0.1032
C 2.30493 -0.02440 -0.10987 -0.3650
C -1.50556 -2.93258 1.67467 -0.3627
H 5.44898 0.65687 -1.10103 0.0375
C 2.13379 -0.26979 -3.16723 -0.1570
C -2.02794 -2.33273 -1.10974 -0.4055
H 1.72301 -5.06307 -1.68070 0.1244
H 0.18421 2.58104 -2.50872 0.1293
C -3.52089 -1.08963 0.81138 -0.3173
F 1.46626 2.90922 0.11468 -0.1650
H -0.03960 -3.33679 -1.90975 0.0988
C -0.23168 -3.50343 1.75841 -0.1085
C -2.71228 -4.20827 -2.46174 -0.0451
H -0.45291 1.20723 2.12388 0.0735
H 3.05500 2.40323 -3.43079 0.0560
C -1.87572 4.79492 2.30923 -0.0448
H 5.26269 0.25670 -2.80741 0.0570
C 2.20332 -1.49443 -0.38688 -0.4708
P 2.27883 4.20707 0.60694 0.3370
C 3.00836 2.40393 -2.33759 -0.1643
H -3.70200 2.72189 -4.76806 0.1190
H -0.27916 2.49079 4.21961 0.1193
C -0.84557 2.22088 2.16720 -0.1387
C -2.25406 -4.45482 3.39461 -0.0519
H 4.98352 -0.98246 -1.58584 0.0343
H -5.16683 -0.06714 -0.06644 0.1300
H 2.10569 -0.90210 3.75623 0.0548
C -4.08523 -0.09433 -0.19779 -0.2656
C -2.85922 2.34726 -2.81710 -0.0804
C 4.85061 0.07681 -1.80865 -0.1429
Si 2.88206 0.27895 1.72550 0.4945
H -1.90683 4.29275 -5.46868 0.1236
H 2.39058 0.18684 -4.12640 0.0513
C -1.98158 4.08130 1.12462 -0.0724
H -1.97057 -1.54158 -4.41854 0.1167
H 1.60344 2.40161 2.35477 -0.0210
N 1.04941 -1.86008 -0.95810 0.0228
H 2.29882 -2.05346 2.44180 0.0363
H 2.10400 2.93477 -2.04883 -0.0116
H 1.01446 -4.97549 2.69090 0.1157

***

# 2
12
Properties=species:S:1:pos:R:3:lowdin_charge:R:1 method="wB97M-V/def2-TZVPD" energy_ev=-33343.79602 lumo_ev=0.4 e_above_lowest_kcal_mol=0.0 smiles="O=S(=O)(Cl)[C@H]1C[C@@H]1F" gap_ev=11.66 homo_energy_ev=-11.264
H -1.65995 -0.41500 -0.25938 0.1629
C 0.24069 0.41621 -1.22942 -0.0729
H 1.62466 -1.36383 -0.40270 0.1986
S -0.18791 0.34614 1.59293 0.3280
O -0.79269 -0.57273 2.47992 -0.3089
H 0.90981 1.24273 -1.10075 0.1151
F 0.12600 -2.02158 -1.50715 -0.0138
O 1.20940 0.70153 1.71734 -0.3313
C 0.58243 -0.95368 -0.76340 -0.2393
C -0.58155 -0.11476 -0.04856 -0.3168
H -0.24493 0.63511 -2.09720 0.0855
Cl -1.22595 2.09985 1.61836 0.3931

***

# 3
13
Properties=species:S:1:pos:R:3:lowdin_charge:R:1 method="wB97M-V/def2-TZVPD" energy_ev=-10739.48661 lumo_ev=0.6 e_above_lowest_kcal_mol=187.4 gap_ev=9.16 homo_energy_ev=-8.560
H 2.22072 -0.08524 0.79885 0.1018
N 0.70418 1.58873 -0.48986 0.1043
O -1.60939 0.88801 0.17570 -0.1122
N 0.67870 0.25285 -0.64933 -0.1935
H -0.07006 -0.16862 1.43259 0.1761
C 1.62435 -0.60315 0.03292 -0.0788
H -1.02111 2.68465 0.32388 0.1677
C -0.99238 -1.36073 -0.29358 -0.0497
C -0.54980 1.66312 -0.09948 -0.2763
N -1.94995 -0.48828 -0.44931 0.1396
C 0.12924 -0.65148 0.39933 -0.2341
H 2.22003 -1.38018 -0.59785 0.1292
H -1.38453 -2.33969 -0.58387 0.1259

***

# 4
46
Properties=species:S:1:pos:R:3:lowdin_charge:R:1 method="wB97M-V/def2-TZVPD" energy_ev=-95641.85068 lumo_ev="2.7 / 2.7" e_above_lowest_kcal_mol=52.9 gap_ev="6.62 / 6.71" homo_energy_ev="-3.952 / -4.049" charge=-1 spin_multiplicity=2 s_squared=0.760
C 4.48002 -0.61743 3.90456 -0.0888
H 6.61759 -0.77287 4.03881 0.0928
H -4.33113 5.36063 2.84364 0.0712
H -3.56777 3.85131 0.96811 0.1070
H -2.97629 5.50441 0.77875 0.1130
H 6.91009 -0.96925 1.58770 0.0968
Co -0.00397 0.26966 0.19889 0.0876
H 0.97800 2.20159 3.47675 0.0611
H -1.34478 2.88655 -3.63571 0.0639
H -1.39883 1.10820 -3.76730 0.0696
H -3.34305 3.99741 3.41661 0.0674
C 5.75713 -0.74818 3.38252 -0.1111
O 1.22479 -0.43625 1.41683 -0.2655
H 4.33949 -0.56332 4.97705 0.0988
C 3.55063 -0.62538 1.69537 -0.1653
C 3.37427 -0.55814 3.06831 -0.0074
H -3.56600 2.74039 -2.22832 0.0644
C -3.16935 1.80683 -1.81074 -0.0786
H 4.93516 -0.86933 0.08759 0.1034
C -1.63937 1.84362 -1.74960 -0.6203
C -3.33437 4.91495 2.82797 -0.0870
H 0.04081 1.90186 -3.09467 0.0698
C 5.91851 -0.84662 2.00571 -0.0981
C 4.82552 -0.79273 1.15954 -0.0237
H -1.34161 2.75450 -1.19710 0.0850
S -1.57442 0.40076 1.81284 0.3384
C -2.90951 4.61118 1.39994 -0.2931
O 1.43869 -0.30799 -1.00904 -0.1462
C 0.22172 2.71716 4.07050 -0.3357
H -0.00962 2.11183 4.94904 0.1136
H 1.65829 4.02574 5.00700 0.0706
S 0.71768 2.61695 0.85863 0.3520
O -0.98375 2.82683 3.32400 -0.4163
O -1.17323 0.72550 -1.10064 -0.3798
C 0.70969 4.09696 4.46964 -0.0824
H -2.62493 5.60424 3.28824 0.0765
P -1.10682 2.65635 1.71396 0.2433
O -1.54315 4.17997 1.31339 -0.3499
H 0.85364 4.69738 3.57039 0.0704
H -3.57067 1.66145 -0.80575 0.0540
N 2.41534 -0.53995 0.85592 -0.2040
H 2.37188 -0.45134 3.45760 0.1127
H -3.49424 0.97043 -2.43620 0.0691
N 2.53712 -0.48773 -0.42039 0.0024
H -0.02914 4.58850 5.10591 0.0688
C -1.04723 1.94554 -3.15763 -0.0704